The following is a quantum chemistry calculation of CCuNO4S2 as an isolated structure in a non-equilibrium geometry, from OMol25.

CARTESIAN COORDINATES (ANGSTROEM)
Cu -0.90933 -0.04763 -1.54734
N -1.15234 -0.70451 1.91440
S -2.16083 0.39827 1.41963
O -2.09111 0.70545 -0.08317
S -0.04205 -1.61229 1.23659
O 0.22952 -1.22001 -0.24769
O 2.89313 0.66184 -0.13721
C 2.02283 0.70567 -0.90430
O 1.21018 1.11322 -1.65091

Calculated values
- energy (eV) = -77026.0790
- E_HOMO (spin up / spin down) (eV) = -7.7789 / -7.7795
- lowest unoccupied orbital energy (spin up / spin down) (eV) = -0.59 / -0.59
- 2S+1 = 1